Density functional theory data (ωB97M-V/def2-TZVPD) for CH4N2OS2 in the gas phase at a distorted geometry.

```
10
Properties=species:S:1:pos:R:3:forces:R:3
O -1.442 1.061 -1.380 1.12 -1.93 1.97
N -0.741 0.071 -0.516 1.66 -3.21 -7.68
C 0.305 0.474 0.181 -0.47 3.83 2.75
S 0.126 2.081 0.797 1.25 -1.48 -0.12
N 1.219 -0.472 0.552 -0.05 0.97 0.77
S 1.041 -2.134 0.420 -4.18 -0.72 -0.59
H -1.367 1.771 -0.727 -0.22 1.34 0.11
H 0.023 -0.453 -1.375 -3.51 0.83 2.40
H 1.457 -0.289 1.502 0.74 0.67 0.55
H -0.621 -2.109 0.546 3.65 -0.30 -0.16
```
Positions in Å, forces in eV/Å.

SMILES: ONC(=S)NS
DFT total energy (hartree): -1021.4645
Max |F| (hartree/bohr): 0.16502
E_LUMO (eV): -0.1

Atomic partial charges in e from the Mulliken method, atoms 1 to 5: -0.28, -0.32, 0.36, -0.45, -0.30

Density functional theory data (ωB97M-V/def2-TZVPD) for C3H7O2P in the gas phase at a distorted geometry.

```
13
Properties=species:S:1:pos:R:3:forces:R:3
C 1.943 -0.389 0.454 -2.92 3.14 1.27
C 0.737 -0.336 -0.157 1.88 0.37 1.22
C -0.474 0.470 0.119 -0.47 -0.69 1.63
O -0.443 1.179 1.318 1.74 -1.78 0.66
O -0.714 1.386 -0.866 -0.50 0.68 -1.31
P -1.910 -0.860 0.177 -1.07 1.87 2.44
H 2.695 -0.972 0.118 2.09 -2.08 -1.23
H 2.272 0.296 1.295 -1.02 -0.89 -0.96
H 0.459 -0.934 -0.990 0.67 -0.85 -0.80
H -1.045 1.892 1.324 -1.19 1.14 -0.35
H -0.133 1.195 -1.603 0.08 0.17 -0.31
H -1.303 -2.031 -0.060 1.44 -1.61 0.44
H -2.084 -0.897 -1.128 -0.73 0.54 -2.68
```
Positions in Å, forces in eV/Å.

SMILES: C=CC(O)(O)P
DFT total energy (hartree): -610.2497
Max |F| (hartree/bohr): 0.08696
E_LUMO (eV): 0.7

Atomic partial charges in e from the Mulliken method, atoms 1 to 5: -0.90, -0.65, 0.99, -0.51, -0.54

Density functional theory data (ωB97M-V/def2-TZVPD) for a molecular structure, C3H9NO at a distorted geometry.

```
14
Properties=species:S:1:pos:R:3:forces:R:3
C 1.914 -0.315 0.174 -0.59 -0.19 2.20
C -0.275 0.692 -0.460 -1.14 0.44 -0.34
C -1.468 0.213 0.451 0.80 2.94 -2.11
H 2.670 0.561 -0.315 -1.60 -2.91 1.42
H 2.327 -1.659 0.438 -0.77 4.78 -0.98
H 1.573 0.266 1.495 1.02 -2.02 -4.17
H 0.789 -0.569 -1.644 0.25 -0.02 1.64
H 0.179 1.665 -0.150 0.08 -0.84 0.46
H -0.633 0.977 -1.469 -0.39 -0.36 0.46
H -1.931 1.159 0.868 0.02 -1.30 -0.08
H -0.974 -0.399 1.158 0.14 -0.34 1.18
H -2.418 -1.605 0.451 -0.29 4.56 -4.31
N 0.609 -0.445 -0.616 2.46 0.24 -0.26
O -2.362 -0.541 -0.380 0.00 -4.98 4.89
```
Positions in Å, forces in eV/Å.

DFT total energy (hartree): -249.4734
Max |F| (hartree/bohr): 0.13567
E_LUMO (eV): 0.3

Atomic partial charges in e from the Mulliken method, atoms 1 to 5: -0.69, -0.67, -0.38, 0.26, 0.26

Density functional theory data (ωB97M-V/def2-TZVPD) for a molecular structure, C42H58Cl2N2O2PSTi.

```
109
Properties=species:S:1:pos:R:3:forces:R:3
Ti -0.335 -0.042 -0.293 -0.04 -0.32 -0.52
C 3.307 2.223 -6.873 -0.04 -0.02 0.05
C 2.149 2.033 -5.939 0.03 0.02 -0.07
C 2.328 1.538 -4.652 0.06 -0.05 0.12
C 1.258 1.369 -3.785 -0.05 -0.12 0.07
C -0.011 1.684 -4.224 -0.13 0.22 -0.19
C -0.238 2.160 -5.524 0.31 0.00 0.15
C 0.849 2.336 -6.353 -0.04 0.00 -0.09
S -1.513 1.578 -3.343 0.15 -0.23 0.48
O -2.332 0.617 -4.009 0.07 0.18 -0.23
O -2.023 2.844 -2.939 -0.02 0.08 -0.20
N -1.223 0.794 -1.734 -0.11 -0.48 -0.07
C -2.398 0.051 -1.379 0.41 0.21 0.02
C -3.702 0.223 -1.816 -0.27 0.15 0.01
C -4.620 -0.727 -1.422 -0.08 -0.14 0.06
C -4.245 -1.817 -0.618 -0.02 0.07 -0.07
C -2.961 -1.881 -0.158 -0.01 0.23 0.02
N -2.068 -0.922 -0.498 -0.59 -0.19 -0.24
H 4.251 1.956 -6.403 0.01 -0.01 0.01
H 3.370 3.261 -7.201 -0.02 0.01 -0.01
H 3.182 1.608 -7.764 -0.01 0.00 -0.02
H 3.327 1.275 -4.324 0.01 0.00 0.01
H 1.418 0.967 -2.797 -0.07 0.05 -0.01
H -1.231 2.389 -5.883 -0.09 0.02 0.04
H 0.682 2.711 -7.355 0.02 0.00 -0.02
H -3.978 1.038 -2.472 -0.03 -0.12 0.19
H -5.643 -0.639 -1.766 -0.01 -0.03 0.03
H -4.954 -2.589 -0.354 -0.02 0.00 -0.01
H -2.600 -2.665 0.492 -0.01 -0.05 -0.03
C -1.447 -3.104 -2.877 -0.04 -0.03 0.01
C 0.031 -3.256 -2.512 0.03 0.09 -0.02
C 0.422 -4.738 -2.444 -0.01 -0.04 -0.04
C 0.404 -2.573 -1.220 0.06 0.18 0.00
C 0.029 -3.052 0.028 -0.14 0.10 0.05
C 0.372 -2.435 1.248 0.06 0.13 0.19
C 0.151 -3.318 2.494 0.02 -0.08 -0.19
C 0.602 -2.837 3.873 0.00 0.00 -0.01
C -1.207 -4.034 2.595 0.04 0.06 0.02
C 1.132 -1.212 1.195 0.23 -0.12 0.26
C 1.869 -1.009 -0.028 0.37 0.06 0.15
C 1.353 -1.522 -1.222 0.15 -0.16 0.04
C 3.303 -0.504 -0.022 -0.08 0.08 0.06
C 4.150 -1.742 0.346 0.02 -0.02 -0.02
C 3.841 0.026 -1.352 0.00 -0.02 -0.06
C 1.424 -0.294 2.379 -0.01 -0.05 -0.11
C 2.575 -0.519 3.126 0.00 0.08 0.03
C 2.950 0.313 4.170 -0.01 -0.02 0.00
C 2.171 1.411 4.488 -0.05 0.00 -0.01
C 1.023 1.662 3.755 -0.01 -0.07 0.02
C 0.624 0.832 2.705 0.04 0.00 0.00
P -0.946 1.268 1.850 0.10 -0.05 0.29
C -2.315 0.550 2.933 0.03 0.14 0.03
C -2.249 -0.967 2.859 0.01 -0.12 -0.03
C -2.082 0.896 4.419 -0.08 -0.02 -0.06
C -3.707 0.967 2.439 -0.02 -0.07 0.01
C -1.268 3.157 1.679 0.01 -0.04 0.03
C -2.277 3.339 0.532 0.05 -0.07 -0.11
C -1.877 3.779 2.950 0.01 0.05 -0.07
C -0.022 3.995 1.365 0.03 0.04 0.11
H -1.634 -3.619 -3.818 0.00 -0.01 -0.01
H -1.744 -2.063 -3.017 0.02 0.00 0.01
H -2.086 -3.570 -2.124 0.00 0.01 0.00
H 0.624 -2.777 -3.296 -0.01 -0.03 0.00
H -0.246 -5.299 -1.789 -0.01 0.00 0.03
H 1.447 -4.885 -2.104 0.03 0.03 0.00
H 0.337 -5.172 -3.439 -0.01 -0.01 -0.01
H -0.516 -3.983 0.064 -0.07 -0.03 0.01
H 0.869 -4.108 2.217 -0.03 -0.02 0.04
H 0.140 -1.908 4.200 -0.05 0.03 0.01
H 1.679 -2.716 3.935 0.01 -0.01 -0.01
H 0.327 -3.606 4.593 0.01 -0.01 0.02
H -1.988 -3.383 2.978 -0.01 -0.01 0.01
H -1.104 -4.853 3.304 0.01 -0.01 0.00
H -1.550 -4.484 1.666 -0.01 0.00 -0.07
H 1.858 -1.292 -2.154 -0.05 0.03 0.01
H 3.421 0.242 0.764 -0.03 -0.03 -0.05
H 4.108 -2.481 -0.456 -0.01 -0.01 -0.01
H 3.835 -2.229 1.264 -0.02 -0.03 0.03
H 5.190 -1.440 0.462 0.02 0.01 0.00
H 4.101 -0.789 -2.029 -0.02 -0.03 0.00
H 4.766 0.574 -1.169 0.03 -0.01 0.01
H 3.155 0.681 -1.883 0.02 0.09 0.06
H 3.196 -1.373 2.901 0.02 -0.01 0.00
H 3.848 0.097 4.731 0.02 -0.01 0.01
H 2.448 2.067 5.301 0.01 0.02 0.02
H 0.423 2.522 4.015 -0.05 0.05 0.01
H -1.229 -1.337 2.837 0.02 0.04 0.01
H -2.801 -1.350 2.008 0.05 0.04 0.07
H -2.718 -1.380 3.753 -0.02 0.00 0.01
H -1.213 0.369 4.812 0.02 -0.01 -0.02
H -2.956 0.528 4.959 -0.01 0.02 0.04
H -1.977 1.947 4.652 0.01 0.11 -0.05
H -3.830 0.789 1.365 0.03 -0.03 0.02
H -3.972 1.997 2.644 0.01 0.02 0.01
H -4.435 0.339 2.956 -0.03 0.01 0.01
H -3.289 3.059 0.816 0.00 -0.04 -0.02
H -1.997 2.807 -0.381 0.02 0.09 0.10
H -2.292 4.400 0.279 -0.06 0.02 0.01
H -2.783 3.305 3.298 -0.05 -0.05 0.05
H -2.147 4.799 2.670 -0.01 0.01 0.03
H -1.173 3.862 3.776 0.05 -0.04 0.02
H 0.230 3.966 0.313 -0.02 0.03 -0.08
H 0.846 3.733 1.972 0.00 -0.02 -0.02
H -0.279 5.029 1.597 0.04 0.02 0.01
Cl 1.427 1.941 -0.333 -0.18 0.26 -0.41
C 2.913 3.029 -0.030 0.00 -0.02 -0.12
Cl 3.614 2.778 1.515 0.08 -0.01 0.17
H 2.489 4.023 -0.124 0.04 -0.02 -0.02
H 3.587 2.755 -0.835 -0.04 0.06 0.04
```
Positions in Å, forces in eV/Å.

Total charge: +3
DFT total energy (hartree): -4403.6461
Max |F| (hartree/bohr): 0.01295
E_LUMO (eV): -10.4

Atomic partial charges in e from the Mulliken method, atoms 1 to 5: -2.09, -1.49, 0.53, -0.96, 0.88